[1]
{
  "formula": "C2H5NS3",
  "method": "ωB97M-V/def2-TZVPD",
  "symbols": ["S", "C", "C", "S", "N", "S", "H", "H", "H", "H", "H"],
  "coordinates": [[0.361705, -1.995289, 0.638065], [-0.119390, -0.516666, 0.162219], [-1.625598, -0.256530, -0.100858], [-2.061833, 1.233188, -1.018913], [0.624453, 0.581529, 0.135556], [2.298535, 0.707000, 0.333362], [-2.219720, -0.268591, 0.820086], [-1.986087, -1.074037, -0.708887], [-1.705217, 0.911461, -2.265104], [0.178999, 1.425053, -0.066355], [2.256277, 0.456192, 1.663000]],
  "atomic_forces_ev_per_a": [[0.213, -0.371, -0.097], [-1.338, -0.130, 0.708], [0.498, -0.466, -0.751], [-0.362, 0.920, 0.372], [1.122, -0.530, -0.146], [-0.036, -0.307, 0.546], [0.380, 0.152, -0.117], [-0.001, -0.413, 0.148], [0.178, -0.378, 0.030], [-0.958, 1.500, -0.487], [0.305, 0.024, -0.207]],
  "mulliken_charge": [-0.3052, 0.3594, -0.5911, -0.2876, -0.2651, -0.1009, 0.3147, 0.3376, 0.1465, 0.2450, 0.1467],
  "homo_energy_ev": -8.52,
  "charge": 0,
  "max_force_ev_per_a": 1.845,
  "e_tot_ev": -36150.2609,
  "mol_weight_g_mol": 139.270,
  "de_lowest_kcal_mol": 0.0,
  "spin_multiplicity": 1
}

[2]
{
  "formula": "C34H6F25GeN2S3SeV",
  "method": "ωB97M-V/def2-TZVPD",
  "symbols": ["V", "F", "C", "C", "F", "C", "F", "C", "S", "C", "F", "C", "F", "F", "C", "C", "F", "C", "F", "C", "Se", "C", "F", "C", "F", "C", "N", "C", "C", "N", "C", "S", "H", "H", "H", "H", "H", "H", "F", "C", "C", "C", "F", "C", "F", "C", "F", "C", "F", "Ge", "S", "C", "C", "F", "C", "F", "C", "F", "C", "F", "C", "F", "C", "C", "F", "C", "F", "C", "F", "C", "F", "C", "F"],
  "coordinates": [[-0.503300, -0.730800, -0.112600], [0.080600, 5.822000, 1.678900], [-0.297300, 4.712000, 1.045200], [-0.304100, 3.489600, 1.711800], [0.051000, 3.420200, 2.991400], [-0.682500, 2.350000, 1.023000], [-0.609500, 1.147300, 1.649900], [-1.108700, 2.373100, -0.309800], [-1.698200, 0.938900, -1.083900], [-1.071200, 3.613400, -0.958200], [-1.388800, 3.686300, -2.257400], [-0.669800, 4.766000, -0.297000], [-0.632100, 5.932300, -0.946900], [2.684600, -7.011600, 0.568100], [2.055400, -5.872800, 0.848400], [1.367300, -5.735300, 2.053600], [1.351200, -6.744500, 2.920400], [0.706800, -4.551500, 2.336800], [0.018500, -4.423800, 3.478800], [0.719900, -3.464500, 1.458800], [-0.163500, -1.864200, 1.929000], [1.430900, -3.629200, 0.273700], [1.490400, -2.581100, -0.591900], [2.078500, -4.810300, -0.052100], [2.719300, -4.922400, -1.219000], [2.461900, 2.637300, -2.704400], [1.979700, 1.345400, -3.105100], [1.877500, 0.902300, -4.400800], [1.327600, -0.333800, -4.371200], [1.102900, -0.642200, -3.057400], [1.494800, 0.392300, -2.285900], [1.470700, 0.427100, -0.596400], [3.437900, 2.828800, -3.147300], [2.549900, 2.665200, -1.620300], [1.763000, 3.407800, -3.030100], [2.210500, 1.497100, -5.227300], [1.082500, -1.008100, -5.165700], [0.674600, -1.489000, -2.696800], [-4.236700, -6.032900, -0.570200], [-4.454500, -5.385400, -1.720800], [-4.142600, -4.042700, -1.806000], [-4.448000, -3.395400, -2.991000], [-4.195700, -2.075900, -3.034600], [-5.004300, -4.044000, -4.082600], [-5.284400, -3.391100, -5.210200], [-5.261300, -5.410500, -3.988000], [-5.754100, -6.075200, -5.030200], [-5.004700, -6.079700, -2.795400], [-5.280600, -7.379200, -2.691500], [-3.214900, -2.896500, -0.450900], [-1.390400, -2.307400, -1.466000], [-4.495600, -1.431300, 0.055900], [-5.831200, -1.393100, -0.295300], [-6.340000, -2.400600, -1.014600], [-6.665500, -0.353700, 0.102900], [-7.955400, -0.361400, -0.228400], [-6.146700, 0.698700, 0.853800], [-6.922700, 1.715900, 1.214500], [-4.809700, 0.669600, 1.244700], [-4.298800, 1.654400, 1.983500], [-4.027500, -0.403100, 0.852300], [-2.755600, -0.497700, 1.300700], [-2.960300, -3.942400, 1.234900], [-2.238500, -5.116100, 1.128000], [-1.651400, -5.355400, -0.059200], [-2.133700, -6.026300, 2.167600], [-1.476400, -7.171800, 2.001700], [-2.735100, -5.721700, 3.388300], [-2.671100, -6.578900, 4.398700], [-3.402400, -4.509100, 3.544400], [-3.961100, -4.199200, 4.711500], [-3.513400, -3.641000, 2.464800], [-4.193300, -2.497700, 2.617900]],
  "atomic_forces_ev_per_a": [[0.147, 0.511, 0.135], [-0.042, -0.111, -0.046], [-0.103, -0.203, -0.237], [-0.087, -0.057, -0.215], [0.079, 0.041, -0.001], [-0.122, 0.225, -0.469], [-0.003, 0.367, -0.027], [0.287, 0.729, 0.567], [-0.800, 0.135, -0.814], [0.122, -0.355, 0.340], [-0.019, 0.111, 0.174], [0.030, -0.087, 0.157], [0.006, -0.081, 0.075], [-0.054, 0.109, -0.016], [-0.188, 0.340, 0.067], [0.086, 0.038, -0.194], [-0.008, 0.013, -0.016], [-0.102, 0.525, -0.258], [0.280, -0.299, 0.023], [0.417, -0.554, -0.347], [0.046, -0.228, 1.348], [-0.283, 0.176, 0.242], [0.213, -0.616, 0.176], [-0.067, 0.025, 0.107], [-0.003, -0.051, 0.124], [0.157, 0.589, 0.200], [-0.374, -0.830, 0.221], [-0.134, -0.432, -0.475], [0.120, 0.277, -0.449], [0.144, 0.450, 0.153], [0.005, -0.217, -0.031], [0.920, 0.217, 0.436], [-0.006, -0.061, 0.003], [-0.030, -0.013, -0.063], [-0.002, 0.006, 0.040], [0.013, 0.065, -0.119], [-0.030, -0.065, -0.128], [0.121, 0.172, -0.071], [-0.155, -0.304, -0.184], [0.002, 0.211, -0.085], [0.202, 0.261, 0.173], [0.061, -0.115, 0.144], [-0.205, -0.070, -0.485], [0.099, -0.034, 0.135], [0.021, -0.013, 0.017], [0.127, 0.120, 0.319], [0.001, 0.122, 0.134], [0.086, 0.157, 0.059], [0.003, 0.021, -0.027], [-1.164, -0.466, 0.627], [-0.110, -0.426, -0.676], [0.512, -0.150, -0.143], [0.244, 0.092, 0.114], [-0.362, 0.197, 0.005], [0.147, 0.019, 0.016], [0.005, 0.065, -0.022], [0.217, -0.317, -0.076], [0.046, -0.130, -0.033], [0.076, -0.175, -0.130], [-0.061, -0.020, -0.016], [-0.184, -0.079, -0.191], [-0.360, 0.211, 0.226], [0.095, 0.258, -0.512], [-0.106, 0.187, 0.048], [0.081, -0.437, 0.267], [-0.178, 0.214, -0.120], [0.059, -0.061, 0.091], [-0.045, 0.307, -0.361], [0.074, 0.047, -0.029], [0.006, -0.050, -0.241], [0.008, -0.050, 0.087], [0.054, -0.221, -0.168], [-0.036, -0.232, 0.428]],
  "mulliken_charge": [1.2086, -0.3037, 0.6511, -0.2379, -0.2935, -0.3042, -0.1481, 1.2818, -0.6755, -0.1636, -0.3841, 0.2889, -0.3056, -0.3142, 0.7580, 0.2189, -0.3614, 0.2651, -0.4909, 0.2006, -0.1291, 0.1924, -0.0343, -0.2251, -0.3168, -0.8926, 0.1762, -0.4113, -0.5173, 0.3531, 0.4097, -0.7792, 0.3662, 0.2839, 0.3401, 0.4850, 0.4809, 0.0027, -0.2192, 0.3931, -0.7188, 0.2187, -0.2673, -0.0522, -0.2964, 0.6215, -0.2991, -0.0402, -0.2978, 1.8679, -0.9910, -0.5100, 0.5798, -0.2904, 0.0712, -0.2978, 0.5888, -0.3046, -0.0302, -0.3156, 0.0783, 0.0310, -0.3893, 0.4392, -0.6348, 0.1552, -0.4164, 0.5281, -0.3318, 0.3121, -0.3258, 0.7018, -0.2330],
  "homo_energy_ev": [-8.23, -8.54],
  "charge": 0,
  "max_force_ev_per_a": 1.402,
  "e_tot_ev": -286326.4398,
  "mol_weight_g_mol": 1216.101,
  "de_lowest_kcal_mol": 14.7,
  "spin_multiplicity": 3
}

[3]
{
  "formula": "C20H33N3O7PRbS7Sb",
  "method": "ωB97M-V/def2-TZVPD",
  "symbols": ["Rb", "C", "C", "S", "C", "C", "S", "C", "C", "S", "C", "C", "S", "H", "H", "H", "H", "H", "H", "H", "H", "H", "H", "H", "H", "H", "H", "H", "H", "S", "Sb", "S", "S", "C", "C", "P", "C", "C", "C", "C", "H", "H", "H", "H", "H", "H", "H", "H", "H", "H", "H", "H", "H", "H", "H", "O", "N", "O", "C", "C", "C", "C", "O", "C", "C", "N", "O", "O", "N", "O", "O", "H", "H"],
  "coordinates": [[1.310634, 0.196687, 1.547426], [-1.383195, -5.050819, 1.395548], [-2.231817, -3.927450, 0.795681], [-1.247847, -2.519683, 0.165736], [-2.310813, -1.962191, -1.203265], [-2.025088, -2.624649, -2.551785], [-0.421969, -2.190560, -3.311929], [0.257439, -3.872847, -3.510831], [1.732776, -3.844297, -3.844023], [2.799156, -3.427050, -2.422282], [1.364203, -4.559665, -0.081664], [1.379757, -5.247809, 1.267142], [0.087853, -4.547924, 2.357207], [-0.998001, -5.704331, 0.612887], [-2.012227, -5.645438, 2.058884], [-2.915494, -3.499599, 1.528776], [-2.805052, -4.349753, -0.033048], [-2.136922, -0.888679, -1.252427], [-3.349884, -2.150195, -0.926964], [-2.800073, -2.337463, -3.265899], [-2.020880, -3.711122, -2.455130], [-0.298518, -4.355169, -4.318491], [0.093035, -4.424728, -2.586489], [1.960273, -3.082193, -4.593307], [2.059673, -4.816633, -4.208395], [0.408838, -4.718288, -0.571640], [1.519002, -3.492528, 0.050076], [2.323041, -5.062787, 1.787611], [1.206114, -6.322387, 1.177244], [6.717906, -1.624986, 0.479686], [4.577555, -1.514440, 1.274344], [4.457159, -3.131204, 2.897723], [2.656492, -5.110079, -1.268949], [-1.772483, 2.552310, -4.078884], [-1.656119, 1.322746, -3.180524], [-0.481459, 1.416305, -1.728704], [-1.079598, 3.018706, -1.002979], [-0.554080, 3.250084, 0.415554], [1.056487, 1.949476, -2.624179], [2.315372, 1.666459, -1.798434], [-2.485774, 2.359680, -4.884085], [-0.813162, 2.801256, -4.533245], [-2.125767, 3.417773, -3.519036], [-1.341786, 0.460382, -3.774922], [-2.639484, 1.084314, -2.761340], [-2.172359, 2.951895, -0.980294], [-0.794552, 3.849407, -1.653619], [-0.800246, 2.398912, 1.053806], [-1.008129, 4.137688, 0.858394], [0.528744, 3.397841, 0.423722], [0.991480, 3.010566, -2.876542], [1.093708, 1.370886, -3.552646], [2.310434, 2.213375, -0.852396], [3.211560, 1.961994, -2.346056], [2.390598, 0.596512, -1.589296], [-1.163425, 6.979406, 5.021792], [-0.155249, 6.511062, 4.487853], [0.827977, 7.205877, 4.242763], [-0.123106, 5.133723, 4.147632], [1.011334, 4.586397, 3.517594], [1.078911, 3.223586, 3.281419], [-0.034552, 2.322820, 3.564432], [0.019855, 1.099367, 3.371894], [-1.231792, 3.007377, 4.045230], [-1.232616, 4.345138, 4.410472], [-2.451630, 2.287547, 4.152470], [-2.678690, 1.364507, 3.379918], [-3.281534, 2.651488, 4.993645], [2.192044, 2.695470, 2.637168], [2.626170, 1.538452, 2.935984], [2.751318, 3.377261, 1.713104], [1.842911, 5.221836, 3.259511], [-2.124423, 4.780369, 4.833388]],
  "atomic_forces_ev_per_a": [[-0.438, -1.982, -2.248], [0.167, 0.088, 0.202], [0.184, 0.276, -0.085], [-0.021, -0.046, -0.280], [0.304, -0.273, 0.115], [0.074, 0.161, -0.069], [0.088, -0.192, 0.318], [-0.289, 0.214, -0.195], [0.155, 0.132, 0.399], [0.164, -0.123, -0.149], [0.138, -0.043, -0.144], [0.056, 0.100, 0.058], [0.044, -0.076, -0.240], [-0.192, -0.030, -0.020], [-0.040, -0.060, -0.074], [-0.070, -0.247, 0.055], [-0.105, 0.102, 0.029], [-0.123, 0.036, -0.073], [-0.042, 0.163, 0.000], [-0.081, -0.095, 0.054], [-0.167, -0.005, 0.015], [0.030, -0.107, 0.036], [0.015, -0.039, -0.020], [-0.004, -0.061, -0.079], [-0.031, 0.015, -0.120], [-0.081, 0.176, 0.038], [-0.030, 0.028, -0.007], [-0.016, -0.012, -0.006], [0.093, -0.018, 0.050], [-0.474, 0.207, -0.036], [0.877, -0.666, 0.165], [-0.372, 0.234, -0.293], [0.003, 0.112, 0.268], [-0.020, -0.134, 0.051], [0.109, -0.023, 0.168], [-0.226, 0.414, -0.379], [0.159, -0.203, 0.206], [0.012, -0.036, -0.198], [0.044, -0.212, 0.295], [-0.112, 0.041, -0.092], [0.014, 0.057, -0.034], [-0.001, 0.046, 0.002], [0.023, 0.037, -0.029], [-0.053, -0.043, 0.009], [0.014, -0.067, -0.019], [-0.001, 0.047, -0.055], [-0.107, 0.005, -0.031], [-0.035, 0.051, 0.034], [0.038, -0.001, 0.059], [0.018, -0.014, 0.092], [-0.015, -0.022, -0.081], [-0.015, 0.063, -0.037], [0.068, -0.012, 0.027], [0.034, -0.009, 0.060], [0.057, 0.027, 0.050], [0.040, -0.096, -0.025], [-0.112, 0.596, 0.140], [-0.009, -0.114, -0.036], [-0.270, -0.782, -0.147], [0.065, -0.166, 0.082], [0.064, 0.410, 0.144], [-0.556, 0.029, 0.437], [-0.917, 0.568, 0.886], [0.967, 0.064, -0.077], [-0.098, 0.306, -0.081], [-0.757, -0.218, 0.032], [0.142, 0.111, 0.077], [0.152, 0.030, -0.009], [-0.156, 0.506, -0.282], [1.366, 0.421, 1.394], [0.200, 0.420, -0.256], [0.045, -0.070, -0.064], [0.015, 0.006, 0.022]],
  "mulliken_charge": [0.9194, -0.9438, -0.6791, 0.1282, -0.2523, -0.8622, -0.0715, -0.1999, -1.0152, 0.0150, 0.1366, -0.6977, -0.0726, 0.2984, 0.4944, 0.4270, 0.3043, -0.3450, 0.5545, 0.4847, 0.4253, 0.3585, -0.0800, 0.3853, 0.4215, -0.0959, 0.1612, 0.2788, 0.4036, -0.6958, 0.4425, -0.6737, -0.1308, -1.4073, -0.2854, 0.6402, -1.0117, -0.8489, -0.7017, -0.9994, 0.4376, 0.2845, 0.2929, 0.0707, 0.3951, 0.4636, 0.4837, 0.0188, 0.4329, 0.2939, 0.4024, 0.4173, 0.2613, 0.3599, 0.1753, -0.6922, 1.0116, -0.6821, -0.4132, -0.6960, -0.0506, 0.9197, -0.9377, -0.1287, -0.4504, 0.9354, -0.5740, -0.6985, 0.9895, -0.8656, -0.7690, 0.5232, 0.5793],
  "homo_energy_ev": [-0.58, -2.53],
  "charge": -2,
  "max_force_ev_per_a": 3.029,
  "e_tot_ev": -132401.9171,
  "mol_weight_g_mol": 890.169,
  "de_lowest_kcal_mol": 37.9,
  "spin_multiplicity": 2
}